Here is C3H2N2O2 in the gas phase at a distorted geometry from the Open Molecules 2025 dataset. Energies are from ωB97M-V/def2-TZVPD.

Geometry (Å):
O (-1.298, 0.487, -1.371)
C (-1.520, -0.248, -0.452)
C (0.282, 1.623, 1.371)
N (0.934, 0.882, 0.709)
C (1.386, -0.180, -0.041)
N (0.659, -1.172, -0.378)
O (-0.642, -1.088, 0.154)
H (-2.482, -0.364, 0.069)
H (2.428, -0.161, -0.346)

Forces on the atoms, in the same order (eV/Å):
0.04 -0.53 0.56
-0.04 0.44 -0.53
1.07 -0.94 -0.93
-1.00 0.96 1.01
-0.24 -0.16 -0.08
0.26 0.49 -0.03
-0.02 -0.12 0.11
0.13 -0.03 -0.09
-0.22 -0.12 -0.02

Output
LUMO level = -0.3 eV
Maximum force = 1.718 eV Å⁻¹
Gap between HOMO and LUMO = 10.9 eV
E = -375.3956 a.u.
E_HOMO = -0.412 Eh



Here is a molecular structure, C3H2N2O2 at a distorted geometry from the Open Molecules 2025 dataset. Energies are from ωB97M-V/def2-TZVPD.

Geometry (Å):
C (-2.290, -1.155, 0.061)
C (-0.856, -0.841, -0.304)
C (-2.074, -2.366, -0.842)
N (-0.696, -2.110, -0.745)
N (0.028, 0.131, -0.239)
O (-2.927, -0.827, 1.019)
O (-2.766, -3.009, -1.555)
H (-0.058, 1.168, -0.104)
H (0.973, -0.091, -0.745)

Forces on the atoms, in the same order (eV/Å):
-0.71 1.12 1.95
-0.42 -1.87 -0.74
-0.58 1.25 -0.33
1.49 1.26 -0.17
3.49 0.76 -1.63
-0.16 -0.08 -0.70
0.13 -0.93 0.06
-0.82 -1.92 0.15
-2.42 0.40 1.41

Output
LUMO level = 0.0 eV
Maximum force = 3.926 eV Å⁻¹
Gap between HOMO and LUMO = 9.9 eV
E = -375.4588 a.u.
E_HOMO = -0.361 Eh



Here is C3H2N2O2 in the gas phase from the Open Molecules 2025 dataset. Energies are from ωB97M-V/def2-TZVPD.

Geometry (Å):
O (1.226, -0.172, 2.208)
C (0.240, 0.271, 1.681)
C (0.227, 0.595, 0.188)
N (-0.820, -0.122, -0.467)
C (-0.392, -0.848, -1.608)
N (-0.801, 0.238, -2.029)
O (0.976, 1.380, -0.326)
H (-0.698, 0.464, 2.233)
H (0.042, -1.806, -1.878)

Forces on the atoms, in the same order (eV/Å):
-0.38 0.16 -0.19
0.34 -0.07 0.28
0.39 0.26 -0.27
0.06 -0.07 0.34
-0.10 0.49 -0.36
0.17 -0.56 -0.15
-0.39 -0.39 0.26
0.04 -0.03 -0.02
-0.12 0.22 0.12

Output
LUMO level = -0.3 eV
Maximum force = 0.621 eV Å⁻¹
Gap between HOMO and LUMO = 9.7 eV
E = -375.3713 a.u.
E_HOMO = -0.370 Eh



Here is C3H2N2O2 in the gas phase from the Open Molecules 2025 dataset. Energies are from ωB97M-V/def2-TZVPD.

Geometry (Å):
O (-3.038, 0.192, -0.778)
C (-1.885, 0.080, -0.621)
C (-0.579, -0.171, -0.583)
N (0.425, 0.799, -0.765)
C (1.324, 0.440, 0.062)
N (1.062, -0.756, 0.787)
O (-0.088, -1.272, 0.119)
H (0.756, -0.518, 1.737)
H (2.243, 0.982, 0.257)

Forces on the atoms, in the same order (eV/Å):
0.89 -0.11 0.02
-0.73 0.04 -0.18
-0.32 0.15 0.10
0.18 -0.16 0.23
-0.01 0.15 -0.13
0.09 0.15 0.08
-0.17 -0.09 -0.09
0.18 -0.06 0.03
-0.12 -0.08 -0.06

Output
LUMO level = 0.2 eV
Maximum force = 0.901 eV Å⁻¹
Gap between HOMO and LUMO = 8.5 eV
E = -375.3785 a.u.
E_HOMO = -0.305 Eh



Here is a molecular structure, C3H2N2O2 at a distorted geometry from the Open Molecules 2025 dataset. Energies are from ωB97M-V/def2-TZVPD.

Geometry (Å):
O (-2.433, -0.789, -0.136)
C (-1.779, 0.214, -0.050)
C (-0.359, 0.278, 0.000)
N (0.592, 1.061, 0.083)
C (1.686, 0.161, 0.068)
N (1.462, -1.112, -0.014)
O (0.281, -1.579, -0.081)
H (-2.140, 1.244, 0.007)
H (2.689, 0.522, 0.123)

Forces on the atoms, in the same order (eV/Å):
0.02 0.52 0.03
-1.11 0.03 -0.04
-0.29 -2.03 -0.10
-0.61 -2.75 -0.21
1.13 -0.74 0.00
2.50 -0.69 0.06
-1.00 5.24 0.24
-0.91 0.22 -0.02
0.27 0.19 0.02

Output
LUMO level = -1.4 eV
Maximum force = 5.344 eV Å⁻¹
Gap between HOMO and LUMO = 8.7 eV
E = -375.3509 a.u.
E_HOMO = -0.369 Eh



Here is C3H2N2O2 in the gas phase at a distorted geometry from the Open Molecules 2025 dataset. Energies are from ωB97M-V/def2-TZVPD.

Geometry (Å):
N (-1.334, -0.576, -0.662)
C (-0.702, 0.322, -0.062)
O (0.646, 0.486, 0.219)
C (1.562, -0.420, -0.199)
O (1.340, -1.404, -0.844)
C (-1.411, 1.317, 0.711)
N (-1.926, 1.676, 1.674)
H (-0.718, -1.311, -0.996)
H (2.544, -0.091, 0.159)

Forces on the atoms, in the same order (eV/Å):
0.33 0.25 0.03
-0.21 -0.40 -0.13
0.03 -0.04 -0.24
0.11 -0.42 -0.29
0.16 0.39 0.29
-0.33 -0.41 0.97
-0.10 0.68 -0.39
0.03 0.02 -0.19
-0.02 -0.08 -0.05

Output
LUMO level = -0.2 eV
Maximum force = 1.104 eV Å⁻¹
Gap between HOMO and LUMO = 11.3 eV
E = -375.4702 a.u.
E_HOMO = -0.420 Eh